Record 1
{
  "formula": "C53H51F3MoN2OPSi",
  "method": "ωB97M-V/def2-TZVPD",
  "symbols": ["Mo", "C", "C", "C", "C", "C", "C", "C", "C", "C", "H", "H", "H", "H", "H", "H", "H", "H", "H", "H", "H", "H", "F", "C", "F", "F", "C", "C", "C", "C", "C", "C", "C", "C", "H", "H", "H", "H", "N", "C", "H", "N", "P", "C", "C", "C", "C", "C", "C", "C", "C", "C", "C", "C", "C", "C", "C", "C", "C", "C", "C", "H", "H", "H", "H", "H", "H", "H", "H", "H", "H", "H", "H", "H", "H", "H", "C", "C", "C", "C", "Si", "O", "C", "C", "C", "C", "C", "C", "C", "C", "C", "C", "C", "C", "H", "H", "H", "H", "H", "H", "H", "H", "H", "H", "H", "H", "H", "H", "H", "H", "H", "H", "H"],
  "positions_angstrom": [[0.4178, 0.6550, -0.6333], [-0.6675, 4.0404, -2.5176], [-1.1536, 3.4097, -1.2441], [-0.7028, 3.8811, -0.0115], [-1.2631, 3.4260, 1.1775], [-0.8984, 4.0506, 2.4862], [-2.2655, 2.4625, 1.1194], [-2.7282, 1.9646, -0.0912], [-3.8386, 0.9594, -0.1444], [-2.1636, 2.4454, -1.2729], [-1.3623, 4.8284, -2.8101], [-0.6214, 3.3204, -3.3332], [0.3131, 4.4917, -2.3839], [0.0313, 4.6737, 0.0137], [-1.0050, 3.3396, 3.2994], [-1.5728, 4.8856, 2.6773], [0.1193, 4.4297, 2.4836], [-2.7210, 2.1270, 2.0396], [-4.6597, 1.3255, -0.7575], [-4.2214, 0.7451, 0.8499], [-3.4749, 0.0303, -0.5827], [-2.5731, 2.1288, -2.2251], [-3.1959, -4.5754, 6.5668], [-3.8392, -4.4176, 5.3974], [-3.9468, -5.6489, 4.8605], [-5.0837, -4.0232, 5.6924], [-3.1230, -3.4775, 4.4729], [-1.8173, -3.7777, 4.0975], [-1.1530, -2.9591, 3.2071], [-1.7895, -1.8301, 2.6793], [-3.0923, -1.5292, 3.0861], [-3.7561, -2.3448, 3.9795], [-1.1341, -1.0122, 1.7262], [-0.5959, -0.3267, 0.8710], [-1.3330, -4.6506, 4.5095], [-0.1383, -3.1841, 2.9108], [-3.5806, -0.6513, 2.6910], [-4.7606, -2.1080, 4.2958], [1.8292, 1.8715, -3.2945], [1.4383, 1.5558, -2.2385], [2.2342, 1.9323, -4.2042], [-0.4762, -0.1952, -1.9713], [-1.1048, -1.1901, -3.0453], [-0.8061, -2.9259, -2.5867], [-0.5144, -3.2000, -1.2557], [-0.3171, -4.5072, -0.8498], [-0.3967, -5.5373, -1.7726], [-0.6733, -5.2613, -3.1026], [-0.8812, -3.9576, -3.5179], [-0.3498, -0.9766, -4.6947], [-1.0600, -0.8869, -5.8854], [-0.3804, -0.7078, -7.0792], [1.0028, -0.6348, -7.0923], [1.7144, -0.7471, -5.9069], [1.0402, -0.9140, -4.7115], [-2.9018, -0.9855, -3.2529], [-3.7969, -1.9171, -2.7413], [-5.1548, -1.7551, -2.9586], [-5.6250, -0.6714, -3.6833], [-4.7352, 0.2744, -4.1695], [-3.3791, 0.1225, -3.9470], [-0.4486, -2.3763, -0.5525], [-0.1061, -4.7279, 0.1845], [-0.2388, -6.5575, -1.4571], [-0.7281, -6.0723, -3.8123], [-1.0965, -3.7446, -4.5558], [-2.1387, -0.9562, -5.8848], [-0.9358, -0.6310, -8.0024], [1.5258, -0.4993, -8.0268], [2.7929, -0.7155, -5.9194], [1.5729, -1.0015, -3.7707], [-3.4370, -2.7802, -2.1990], [-5.8448, -2.4891, -2.5725], [-6.6807, -0.5670, -3.8783], [-5.0919, 1.1223, -4.7342], [-2.6782, 0.8507, -4.3329], [4.6241, 1.2525, -0.6035], [4.3372, 2.1667, 0.5936], [4.0760, 3.5785, 0.0662], [5.5660, 2.1692, 1.5037], [2.8086, 1.4794, 1.5689], [1.5634, 1.3572, 0.5192], [2.2203, 2.3395, 3.1544], [2.8782, 3.4038, 3.7604], [2.4786, 3.8816, 4.9965], [1.4117, 3.2950, 5.6529], [0.7325, 2.2451, 5.0572], [1.1341, 1.7719, 3.8210], [3.2418, -0.3043, 2.0908], [2.8762, -1.3938, 1.3072], [3.2301, -2.6836, 1.6623], [3.9713, -2.9039, 2.8116], [4.3325, -1.8340, 3.6117], [3.9667, -0.5487, 3.2561], [5.4440, 1.6576, -1.1958], [3.7429, 1.1703, -1.2457], [4.9058, 0.2552, -0.2729], [4.9506, 3.9491, -0.4687], [3.8601, 4.2696, 0.8768], [3.2278, 3.5739, -0.6203], [6.4347, 2.5543, 0.9704], [5.7916, 1.1591, 1.8407], [5.4055, 2.7896, 2.3819], [3.7182, 3.8691, 3.2690], [3.0049, 4.7062, 5.4521], [1.1115, 3.6529, 6.6260], [-0.1073, 1.7908, 5.5619], [0.6032, 0.9505, 3.3565], [2.2940, -1.2173, 0.3914], [2.9354, -3.5193, 1.0446], [4.2633, -3.9056, 3.0843], [4.8976, -2.0058, 4.5149], [4.2448, 0.2779, 3.8937]],
  "atomic_forces_ev_per_a": [[-3.6, 0.3, -1.6], [-0.1, 0.0, 0.0], [0.3, -0.1, -0.1], [-0.1, -0.2, 0.1], [-0.2, 0.1, -0.1], [-0.1, 0.0, 0.0], [-0.1, 0.2, -0.2], [-0.1, 0.1, 0.2], [0.1, 0.0, 0.0], [0.2, -0.2, 0.2], [0.0, 0.1, -0.1], [0.0, 0.0, 0.0], [0.1, 0.0, 0.0], [0.2, 0.0, 0.0], [0.0, 0.0, 0.1], [0.0, 0.1, 0.1], [0.1, 0.0, 0.0], [0.0, -0.1, 0.1], [-0.1, 0.0, -0.1], [0.0, 0.0, 0.0], [0.0, -0.1, 0.0], [0.1, -0.1, 0.0], [0.2, 0.1, 0.0], [-0.1, -0.3, 0.2], [0.1, -0.1, -0.1], [-0.1, 0.2, -0.1], [0.0, 0.1, 0.0], [-0.2, 0.0, 0.1], [-0.1, 0.0, 0.0], [-0.3, -0.3, 0.4], [0.2, 0.0, -0.1], [0.0, -0.2, 0.2], [0.5, 0.6, -0.7], [-0.5, -0.8, 1.0], [0.1, -0.1, 0.0], [0.1, 0.0, 0.0], [0.0, 0.1, 0.0], [-0.1, 0.0, 0.0], [-0.3, -0.3, 1.2], [1.2, 0.7, -2.3], [0.0, 0.1, -0.1], [0.3, -0.6, -0.1], [-0.6, -1.0, -1.0], [0.1, 0.6, 0.1], [0.0, 0.3, 0.1], [0.0, -0.1, 0.0], [0.0, 0.1, 0.0], [0.0, -0.1, -0.1], [0.0, 0.1, 0.0], [-0.2, 0.1, 0.5], [-0.1, 0.0, 0.1], [0.0, 0.0, -0.1], [-0.1, 0.0, 0.0], [0.1, 0.0, 0.0], [0.0, 0.0, 0.2], [0.6, 0.1, 0.1], [0.1, -0.1, 0.0], [-0.1, 0.0, 0.0], [0.1, 0.0, 0.0], [0.0, 0.1, 0.0], [0.1, 0.1, 0.0], [-0.1, -0.1, 0.1], [0.0, 0.0, 0.1], [0.0, -0.1, 0.0], [0.0, 0.0, -0.1], [0.0, 0.0, -0.1], [0.0, 0.0, 0.0], [0.0, 0.0, -0.1], [0.1, 0.0, -0.1], [0.1, 0.0, 0.0], [0.1, 0.0, -0.1], [0.0, 0.0, 0.1], [-0.1, -0.1, 0.0], [-0.1, 0.0, 0.0], [-0.1, 0.1, 0.0], [0.0, 0.1, -0.1], [-0.4, -0.1, 0.2], [-0.4, 0.0, 0.3], [-0.2, -0.2, 0.2], [-0.2, -0.1, 0.1], [1.9, -0.3, 1.4], [1.4, 0.9, 1.1], [0.3, -0.2, -0.7], [0.1, 0.1, -0.1], [0.0, 0.1, 0.1], [0.0, 0.0, 0.0], [-0.1, -0.1, 0.0], [0.0, -0.1, -0.1], [-0.3, 0.6, -0.3], [-0.1, 0.3, -0.2], [-0.1, -0.2, -0.2], [-0.1, 0.0, 0.0], [0.1, 0.0, 0.1], [-0.1, 0.1, -0.1], [0.1, 0.1, -0.1], [0.1, -0.1, -0.1], [0.0, -0.2, 0.0], [0.1, 0.0, -0.1], [-0.1, 0.2, 0.1], [-0.1, 0.1, -0.1], [0.1, 0.0, -0.1], [0.1, -0.1, 0.1], [0.1, 0.1, 0.1], [0.1, 0.1, -0.1], [0.1, 0.1, 0.0], [0.0, 0.0, 0.1], [-0.1, -0.1, 0.0], [-0.1, -0.1, 0.0], [0.1, -0.2, 0.2], [0.0, -0.1, -0.1], [0.0, -0.1, 0.0], [0.1, 0.0, 0.1], [0.0, 0.1, 0.1]],
  "mulliken_charge": [0.69, -1.72, 0.24, -0.46, 1.00, -1.67, -0.80, 1.22, -1.30, -0.48, 0.49, 0.23, 0.32, 0.42, 0.29, 0.47, 0.32, 0.36, 0.46, 0.34, 0.01, 0.56, -0.26, 0.81, -0.26, -0.28, 0.35, -1.17, -0.35, -0.32, -0.48, -0.71, 0.51, 0.15, 0.39, 0.73, 0.36, 0.50, -0.17, 0.13, 0.24, 0.29, 1.03, 0.11, -0.14, -0.53, -0.61, -0.80, -0.49, 0.49, -0.30, -0.70, -0.54, -0.87, -1.01, 0.67, -0.74, -0.69, -0.69, -1.02, -0.54, -0.01, 0.54, 0.42, 0.43, 0.47, 0.48, 0.46, 0.42, 0.50, 0.67, 0.48, 0.47, 0.43, 0.48, 0.71, -1.44, 2.09, -1.65, -1.81, -1.75, 1.44, 0.90, -0.36, -0.84, -0.70, -0.52, -0.48, 0.69, 0.20, -0.74, -0.74, -0.76, -0.30, 0.56, -0.06, 0.33, 0.55, 0.27, 0.18, 0.54, 0.36, 0.28, 0.21, 0.44, 0.40, 0.49, 0.46, -0.06, 0.52, 0.42, 0.46, 0.44],
  "multiplicity": 1,
  "gap_ev": 6.60,
  "total_charge": 1
}

=====

Record 2
{
  "formula": "C6H13N",
  "method": "ωB97M-V/def2-TZVPD",
  "symbols": ["C", "C", "N", "C", "C", "C", "C", "H", "H", "H", "H", "H", "H", "H", "H", "H", "H", "H", "H", "H"],
  "positions_angstrom": [[1.9868, -1.7481, -0.2077], [0.7695, -1.1591, -1.0262], [-0.2124, -0.5044, -0.1174], [0.1307, 0.2353, 1.1466], [-0.7904, 1.5443, 1.2833], [-1.6463, 1.5635, -0.1098], [-1.2598, 0.2255, -0.8383], [1.8982, -2.0173, 0.8146], [2.6922, -0.9303, -0.0784], [2.5037, -2.5746, -0.6460], [1.1643, -0.4630, -1.8384], [0.1815, -1.9556, -1.5540], [1.2394, 0.3626, 1.0962], [-0.1250, -0.4382, 2.0104], [-1.3540, 1.4251, 2.2531], [-0.0909, 2.3625, 1.4422], [-1.1958, 2.3147, -0.7586], [-2.7527, 1.7192, -0.0357], [-2.1715, -0.4676, -0.9672], [-0.9675, 0.5053, -1.8686]],
  "atomic_forces_ev_per_a": [[0.0, 1.7, -0.7], [0.7, -1.7, 1.1], [0.4, 3.0, -1.4], [-0.5, -0.8, 0.3], [-0.1, -1.9, -0.5], [1.2, -0.6, 1.1], [-2.3, -0.3, 0.0], [-1.4, -0.5, 0.9], [0.4, 0.1, -0.5], [0.1, -0.3, -0.8], [-0.8, -0.5, 1.2], [0.5, 0.6, 0.4], [-0.9, 0.1, 0.3], [0.6, 0.3, -0.8], [0.2, 0.2, -1.4], [-0.4, 0.3, -0.4], [-0.4, 0.4, 0.3], [1.2, -0.2, 0.2], [1.3, 0.8, 0.3], [0.3, -0.7, 0.5]],
  "mulliken_spin": [0.00, 0.00, 0.76, 0.00, 0.02, 0.01, 0.00, 0.00, 0.00, 0.00, 0.04, 0.03, 0.03, 0.04, 0.00, 0.00, 0.00, 0.00, 0.05, 0.03],
  "multiplicity": 2,
  "gap_ev": [12.64, 8.99],
  "s2": 0.755,
  "total_charge": 1,
  "relative_energy_ev": 1.309
}

=====

Record 3
{
  "formula": "HO3S3",
  "method": "ωB97M-V/def2-TZVPD",
  "symbols": ["O", "S", "O", "S", "O", "S", "H"],
  "positions_angstrom": [[2.2481, 0.4312, -0.5006], [1.3995, 0.7203, 0.6603], [1.3128, 2.1481, 0.9897], [-0.4638, -0.7924, -0.3588], [-2.3343, -0.4766, -0.3906], [0.0968, -2.3674, 0.5397], [-2.2591, 0.3367, -0.9397]],
  "atomic_forces_ev_per_a": [[-0.7, 0.2, 0.5], [1.4, 0.5, 0.4], [-0.4, -0.7, -0.4], [-1.7, 1.2, -1.8], [1.8, 0.3, 0.0], [-0.1, -0.9, 0.9], [-0.3, -0.7, 0.4]],
  "nbo_charge": [-0.93, 1.54, -0.94, 0.26, -0.90, -0.49, 0.45],
  "multiplicity": 1,
  "gap_ev": [6.68, 6.68],
  "total_charge": -1,
  "relative_energy_ev": 1.560,
  "smiles": "O=S([O-])#S(O)=S"
}

=====

Record 4
{
  "formula": "C6H10O2",
  "method": "ωB97M-V/def2-TZVPD",
  "symbols": ["O", "C", "C", "C", "C", "C", "C", "O", "H", "H", "H", "H", "H", "H", "H", "H", "H", "H"],
  "positions_angstrom": [[-2.6007, 0.0106, 0.2529], [-1.5119, -0.0151, 1.2417], [-0.7612, -1.3080, 1.1192], [0.6040, -1.4043, 0.9607], [1.5483, -0.2730, 0.8038], [1.5245, 0.6514, -0.1738], [0.4651, 0.8210, -1.2337], [1.0876, 1.2009, -2.4670], [-2.1713, 0.0799, -0.6053], [-0.8803, 0.9080, 1.1819], [-1.9761, -0.0249, 2.2458], [-1.2833, -2.2529, 1.2878], [1.1148, -2.3884, 1.0921], [2.4514, -0.2660, 1.4473], [2.3142, 1.4040, -0.2238], [-0.2285, 1.6530, -1.0198], [-0.1361, -0.1165, -1.2768], [1.6871, 0.4798, -2.7228]],
  "atomic_forces_ev_per_a": [[0.8, 0.3, 1.1], [-0.8, -0.1, -0.4], [2.9, -0.3, -0.1], [-1.3, 0.0, 0.8], [0.6, 0.2, -0.7], [-0.4, 0.1, 0.6], [0.2, -0.1, 0.1], [-0.1, -0.8, 0.0], [-0.1, 0.0, -0.1], [-0.4, -0.9, -0.1], [-0.1, 0.2, -0.6], [-0.2, 0.5, -0.1], [-0.7, 0.7, -0.3], [-0.7, -0.1, -0.3], [-0.1, -0.2, 0.1], [0.3, -0.3, 0.1], [0.3, 0.4, -0.4], [-0.3, 0.4, 0.1]],
  "nbo_charge": [-0.72, -0.13, -0.19, -0.23, -0.23, -0.21, -0.12, -0.71, 0.46, 0.19, 0.20, 0.22, 0.22, 0.22, 0.21, 0.19, 0.17, 0.47],
  "multiplicity": 1,
  "gap_ev": 9.89,
  "total_charge": 0,
  "relative_energy_ev": 2.021,
  "smiles": "OC/C=C\\C=C/CO"
}

=====

Record 5
{
  "formula": "C4H5N3OS",
  "method": "ωB97M-V/def2-TZVPD",
  "symbols": ["C", "C", "O", "N", "C", "N", "N", "C", "S", "H", "H", "H", "H", "H"],
  "positions_angstrom": [[-2.6855, -0.5826, -0.0005], [-1.4085, 0.3606, -0.0418], [-1.3858, 1.4869, -0.2004], [-0.2242, -0.5251, 0.0570], [1.0859, 0.0353, 0.0210], [1.3577, 1.2958, 0.0583], [2.7207, 1.4593, 0.0799], [3.3676, 0.4049, -0.0910], [2.4697, -1.0370, -0.1124], [-3.6314, 0.2323, -0.1338], [-2.8766, -1.1946, 0.9807], [-2.6514, -1.0667, -0.8572], [-0.4695, -1.3974, 0.2405], [4.3313, 0.5284, -0.0003]],
  "atomic_forces_ev_per_a": [[-2.4, 5.5, 4.8], [0.1, -7.4, 1.2], [0.0, 5.0, -0.7], [0.7, 7.5, -1.3], [-1.6, -1.6, 0.1], [0.1, -0.7, 0.5], [-1.7, 2.6, -0.4], [-2.5, -1.2, 0.2], [-0.6, -0.2, -0.2], [2.5, -2.4, 0.6], [0.7, 1.1, -2.1], [0.0, -3.0, -3.8], [-0.3, -4.8, 1.0], [5.2, -0.3, 0.1]],
  "nbo_charge": [-0.73, 0.72, -0.49, -0.67, 0.21, -0.28, -0.22, -0.17, 0.33, 0.24, 0.24, 0.21, 0.39, 0.21],
  "multiplicity": 1,
  "gap_ev": 9.87,
  "total_charge": 0,
  "relative_energy_ev": 3.340,
  "smiles": "CC(=O)Nc1nncs1"
}

=====

| no. | electronic energy (eV) |
| --- | --- |
| 1 | -87986.365 |
| 2 | -7913.904 |
| 3 | -38664.958 |
| 4 | -10477.149 |
| 5 | -21579.675 |